Record 1
Here is a molecular structure, C43H34AuF3NP2SSi in a non-equilibrium geometry from the OMol25 dataset. Energies are from the ωB97M-V functional and the def2-TZVPD basis.

Computed properties:
Highest occupied orbital energy   -10.2238 eV
Frontier orbital gap   6.14 eV
Total charge   +1
LUMO   -4.1 eV

Cartesian coordinates (Å):
Au (-0.29218, 0.18221, 0.48480)
C (2.12802, -2.59186, 1.83363)
Si (0.57623, -1.52412, 1.98319)
C (-0.91763, -2.69096, 2.12169)
C (-0.83784, -3.77324, 3.00271)
C (-1.87829, -4.67606, 3.13814)
C (-3.02413, -4.53288, 2.36879)
C (-3.11754, -3.48230, 1.47434)
C (-2.07483, -2.55763, 1.35264)
P (-2.30759, -1.19989, 0.16188)
C (-2.23791, -1.97339, -1.47315)
C (-2.46136, -1.17459, -2.59786)
C (-2.40914, -1.73630, -3.86274)
C (-2.08905, -3.07767, -4.01207)
C (-1.78824, -3.85206, -2.90246)
C (-1.85812, -3.30553, -1.63054)
C (-4.03337, -0.72555, 0.45935)
C (-4.88802, -0.31119, -0.55875)
C (-6.18257, 0.08257, -0.25632)
C (-6.62860, 0.07537, 1.05586)
C (-5.77084, -0.31134, 2.07592)
C (-4.47237, -0.68787, 1.78663)
C (0.87713, -0.37503, 3.47853)
C (1.02415, -0.94644, 4.74537)
C (1.38909, -0.18592, 5.84404)
C (1.66320, 1.16581, 5.69040)
C (1.51604, 1.75421, 4.44736)
C (1.08832, 0.99967, 3.35108)
P (0.82062, 1.90389, 1.79283)
C (2.44707, 2.61749, 1.44765)
C (3.51052, 1.72011, 1.33278)
C (4.78696, 2.18771, 1.08225)
C (5.00860, 3.54986, 0.92279)
C (3.94683, 4.43721, 0.99092)
C (2.66422, 3.97855, 1.24997)
C (-0.26663, 3.28721, 2.20163)
C (-0.94239, 3.39836, 3.41310)
C (-1.80214, 4.46426, 3.62971)
C (-2.03533, 5.39415, 2.62892)
C (-1.42000, 5.24778, 1.39243)
C (-0.53942, 4.20265, 1.17968)
H (2.30834, -3.12972, 2.76625)
H (3.01116, -1.98562, 1.63022)
H (2.03847, -3.32661, 1.03329)
H (0.05891, -3.91580, 3.59412)
H (-1.78771, -5.49441, 3.83977)
H (-3.83553, -5.24177, 2.46113)
H (-4.00543, -3.36599, 0.86606)
H (-2.65047, -0.11554, -2.49257)
H (-2.60520, -1.12039, -4.72970)
H (-2.05512, -3.51542, -5.00046)
H (-1.49697, -4.88637, -3.02538)
H (-1.62667, -3.90938, -0.76380)
H (-4.56353, -0.33189, -1.58799)
H (-6.84386, 0.38311, -1.05755)
H (-7.64650, 0.36035, 1.28416)
H (-6.11492, -0.32125, 3.10173)
H (-3.80825, -0.99787, 2.58367)
H (0.84011, -2.00688, 4.87339)
H (1.47502, -0.65363, 6.81573)
H (1.98504, 1.75820, 6.53599)
H (1.73138, 2.80770, 4.31242)
H (3.32558, 0.65856, 1.45537)
H (5.60936, 1.48891, 1.00971)
H (6.00948, 3.91513, 0.73773)
H (4.10710, 5.49725, 0.84752)
H (1.84758, 4.67975, 1.32016)
H (-0.79031, 2.67156, 4.19883)
H (-2.29944, 4.54956, 4.58684)
H (-2.70159, 6.22730, 2.80739)
H (-1.63797, 5.93683, 0.58739)
H (-0.07266, 4.07419, 0.21009)
F (-3.06911, 2.38949, -3.44168)
C (-3.22475, 3.48477, -2.67166)
F (-2.18923, 4.30523, -2.92080)
F (-4.32911, 4.11043, -3.11889)
C (-3.34342, 3.13636, -1.21309)
C (-4.40974, 3.62000, -0.47990)
C (-4.54280, 3.26888, 0.85467)
C (-3.59783, 2.41836, 1.38718)
N (-2.56289, 1.94878, 0.69759)
C (-2.38723, 2.30849, -0.58173)
S (-0.97810, 1.73918, -1.41967)
H (-5.14078, 4.25454, -0.96151)
H (-5.35923, 3.64680, 1.45204)
H (-3.65711, 2.09355, 2.41951)

Record 2
Here is a molecular structure, C43H34BF5N8P2SeV in a non-equilibrium geometry from the OMol25 dataset. Energies are from the ωB97M-V functional and the def2-TZVPD basis.

Computed properties:
Highest occupied orbital energy (alpha / beta)   -10.6347 / -10.6550 eV
Frontier orbital gap (alpha / beta)   6.86 / 7.59 eV
Multiplicity   3
Energy relative to the best compared isomer or geometry (same formula, charge and spin)   1.101 eV
Total charge   +1
LUMO (alpha / beta)   -3.8 / -3.1 eV
Expectation value of S²   2.022

Cartesian coordinates (Å):
V (-0.66236, 1.29987, 0.42461)
C (-1.97743, 5.08399, -0.46737)
C (-1.04838, 4.09674, -0.75923)
N (-1.49351, 2.91253, -0.32325)
N (-2.69914, 3.12373, 0.26654)
C (-3.00040, 4.43067, 0.19809)
B (-3.57295, 1.87736, 0.68329)
N (-3.36562, 0.90374, -0.49789)
C (-4.11292, 0.62491, -1.57972)
C (-3.33631, -0.07538, -2.47804)
C (-2.08561, -0.17094, -1.86724)
N (-2.11395, 0.41818, -0.67421)
N (-2.94364, 1.19659, 1.93618)
C (-3.48205, 0.95266, 3.13686)
C (-2.52894, 0.32557, 3.92575)
C (-1.39715, 0.24271, 3.12651)
N (-1.67133, 0.76002, 1.92437)
N (-4.99145, 2.24472, 1.01297)
C (-6.19164, 1.68137, 0.70284)
C (-7.16226, 2.34203, 1.40426)
C (-6.45792, 3.30408, 2.15325)
N (-5.16140, 3.23606, 1.92612)
H (-1.90644, 6.13542, -0.68120)
H (-0.08787, 4.19705, -1.23548)
H (-3.90884, 4.80842, 0.62490)
H (-5.13371, 0.95424, -1.67090)
H (-3.62693, -0.45618, -3.44091)
H (-1.19234, -0.64027, -2.24037)
H (-4.48742, 1.25480, 3.37617)
H (-2.63770, -0.00521, 4.94310)
H (-0.41874, -0.14429, 3.35723)
H (-6.27450, 0.84164, 0.03310)
H (-8.22407, 2.16807, 1.39282)
H (-6.84348, 4.03439, 2.84663)
C (1.27140, -2.03420, -0.07063)
P (1.11912, -0.20464, -0.24822)
C (1.52588, 0.16882, -1.98287)
C (2.48362, -0.53634, -2.70796)
C (2.75499, -0.19148, -4.02146)
C (2.08228, 0.86430, -4.62150)
C (1.14590, 1.58916, -3.90130)
C (0.87085, 1.24250, -2.58856)
C (2.65818, 0.23336, 0.64355)
C (3.67393, 0.97793, 0.05364)
C (4.85898, 1.20252, 0.74118)
C (5.03534, 0.69576, 2.01930)
C (4.00435, -0.00307, 2.63184)
C (2.81835, -0.22446, 1.95181)
P (-0.17252, -3.22595, -0.17040)
C (-0.56351, -3.30281, -1.96515)
C (-1.90697, -3.40710, -2.31939)
C (-2.27853, -3.55435, -3.64845)
C (-1.30693, -3.59789, -4.63689)
C (0.03600, -3.51198, -4.29035)
C (0.40558, -3.37657, -2.96248)
C (0.81253, -4.78509, -0.09625)
C (0.21099, -5.93670, -0.60871)
C (0.87610, -7.15023, -0.59416)
C (2.15499, -7.23750, -0.06043)
C (2.74841, -6.10840, 0.47823)
C (2.07887, -4.89120, 0.47214)
H (1.62076, -2.17117, 0.95358)
H (2.07843, -2.35724, -0.72701)
H (3.04655, -1.33876, -2.25015)
H (3.50142, -0.74282, -4.57817)
H (2.29556, 1.12562, -5.64936)
H (0.63052, 2.42095, -4.36364)
H (0.13232, 1.80316, -2.02447)
H (3.54833, 1.37709, -0.94479)
H (5.65252, 1.76612, 0.26706)
H (5.97162, 0.84638, 2.54103)
H (4.12223, -0.38004, 3.64013)
H (2.01873, -0.76992, 2.44278)
H (-2.65968, -3.37649, -1.53964)
H (-3.32549, -3.63977, -3.91181)
H (-1.59329, -3.71468, -5.67389)
H (0.79585, -3.57121, -5.05948)
H (1.45697, -3.35389, -2.70316)
H (-0.78490, -5.87810, -1.03226)
H (0.39691, -8.03009, -1.00333)
H (2.68137, -8.18260, -0.05991)
H (3.74057, -6.17153, 0.90641)
H (2.56786, -4.03720, 0.92337)
F (5.37581, 3.95320, 5.05292)
C (4.35323, 3.67061, 4.25782)
C (4.33943, 4.15070, 2.95715)
F (5.35857, 4.87909, 2.51077)
C (3.26370, 3.86293, 2.14097)
F (3.25906, 4.30927, 0.88517)
C (2.19035, 3.10301, 2.59948)
Se (0.63780, 3.00674, 1.52758)
C (2.24093, 2.61836, 3.89692)
F (1.23776, 1.85228, 4.33849)
C (3.30692, 2.89552, 4.72994)
F (3.34149, 2.42077, 5.97316)

Record 3
Here is a molecular structure, C43H34BrCl2CrN2O6P in a non-equilibrium geometry from the OMol25 dataset. Energies are from the ωB97M-V functional and the def2-TZVPD basis.

Computed properties:
Highest occupied orbital energy (alpha / beta)   -2.2243 / -2.0334 eV
Frontier orbital gap (alpha / beta)   4.00 / 3.73 eV
Multiplicity   2
Energy relative to the best compared isomer or geometry (same formula, charge and spin)   2.855 eV
Total charge   -1
LUMO (alpha / beta)   1.8 / 1.7 eV
Expectation value of S²   0.783

Cartesian coordinates (Å):
Cr (-1.07218, -0.06758, -1.56579)
O (0.42622, -0.78108, -0.72869)
C (0.41732, -0.91818, 0.53481)
C (0.99522, -1.81158, 1.50621)
C (1.73222, -2.99298, 1.51741)
C (1.99622, -3.55678, 2.75671)
C (1.56332, -2.98418, 3.94391)
C (0.81382, -1.80138, 3.93241)
C (0.53942, -1.23228, 2.72221)
P (-0.48258, 0.04432, 1.80751)
C (-2.07638, -0.40078, 2.54341)
C (-2.98038, -1.12888, 1.78231)
C (-4.19928, -1.47348, 2.33581)
C (-4.50808, -1.09168, 3.63251)
C (-3.58688, -0.39298, 4.39641)
C (-2.35808, -0.05948, 3.85761)
C (0.24032, 1.60952, 2.38291)
C (-0.48598, 2.64302, 2.96001)
C (0.12152, 3.86262, 3.19491)
C (1.44702, 4.05842, 2.84811)
C (2.17842, 3.02792, 2.27481)
C (1.57562, 1.80812, 2.04091)
H (2.04862, -3.48418, 0.61181)
H (2.54302, -4.48998, 2.79101)
H (1.76492, -3.47638, 4.88601)
H (0.44452, -1.37448, 4.85581)
H (-2.71858, -1.41238, 0.77001)
H (-4.91218, -2.03268, 1.74791)
H (-5.47128, -1.34498, 4.05281)
H (-3.82848, -0.10148, 5.40971)
H (-1.61578, 0.46732, 4.44201)
H (-1.52328, 2.49702, 3.21651)
H (-0.44938, 4.66782, 3.63621)
H (1.90982, 5.02002, 3.01371)
H (3.21102, 3.18802, 1.99391)
H (2.12412, 1.00122, 1.57251)
N (-4.38978, 1.22662, -3.69369)
C (-3.24168, 0.63332, -3.27609)
O (-2.96248, 0.59572, -2.08059)
C (-2.32728, 0.01652, -4.28129)
C (-0.91048, 0.09702, -3.69059)
H (-4.92418, 1.74252, -3.01459)
H (-4.54818, 1.40232, -4.66879)
H (-2.43428, 0.49942, -5.26309)
H (-2.61058, -1.03688, -4.38289)
H (-0.51648, 1.09752, -3.89659)
H (-0.28858, -0.59338, -4.26109)
Br (-3.07278, 7.57372, 1.82061)
C (-2.57318, 5.85982, 1.14281)
C (-3.16698, 4.71592, 1.67331)
C (-2.75718, 3.48692, 1.22881)
C (-1.75018, 3.36742, 0.24131)
C (-1.21378, 4.54932, -0.31849)
C (-1.61388, 5.77992, 0.13571)
C (-1.31148, 2.08332, -0.20209)
O (-0.73798, 1.87392, -1.31199)
O (-1.59908, 1.01012, 0.53441)
H (-3.93118, 4.80322, 2.43221)
H (-3.20388, 2.58422, 1.61691)
H (-0.46118, 4.45382, -1.08729)
H (-1.17158, 6.68692, -0.25399)
Cl (3.73292, -1.08308, 0.15431)
C (3.87002, -0.21978, -1.33769)
C (4.70372, 0.88622, -1.35479)
C (4.75342, 1.72172, -2.45389)
C (3.95532, 1.44462, -3.55159)
C (3.18052, 0.30542, -3.55169)
Cl (2.27952, -0.06838, -4.97849)
C (3.10932, -0.58598, -2.46249)
N (2.29192, -1.67868, -2.57459)
C (2.42302, -2.95558, -2.05469)
C (3.67912, -3.42728, -1.67049)
C (3.84522, -4.71208, -1.18949)
C (2.76062, -5.56858, -1.12749)
C (1.52282, -5.12518, -1.56309)
C (1.31782, -3.82968, -2.02729)
C (-0.05208, -3.43268, -2.47349)
C (-1.02948, -3.05408, -1.29429)
O (-1.13778, -3.80898, -0.34539)
O (-1.71798, -2.00698, -1.50839)
H (5.29362, 1.09542, -0.47659)
H (5.39392, 2.58932, -2.45179)
H (3.94572, 2.09532, -4.41159)
H (1.42612, -1.50188, -3.06679)
H (4.53652, -2.77658, -1.75759)
H (4.82412, -5.03778, -0.86609)
H (2.88562, -6.57938, -0.76259)
H (0.68142, -5.79948, -1.52749)
H (-0.52778, -4.28588, -2.96409)
H (-0.05308, -2.59448, -3.16959)

Record 4
Here is a molecular structure, C43H34F4N10Ti from the OMol25 dataset. Energies are from the ωB97M-V functional and the def2-TZVPD basis.

Computed properties:
Highest occupied orbital energy (alpha / beta)   -10.1558 / -10.2079 eV
Frontier orbital gap (alpha / beta)   6.56 / 5.14 eV
Multiplicity   2
Total charge   +1
LUMO (alpha / beta)   -3.6 / -5.1 eV
Expectation value of S²   0.794

Cartesian coordinates (Å):
Ti (-0.91377, 0.48834, 0.26615)
C (-0.29921, 0.35186, 4.17840)
C (-1.81374, 0.17181, 4.18269)
C (-2.47322, 0.53759, 2.85894)
N (-1.98878, -0.24097, 1.72200)
C (-2.60070, -1.47120, 1.45259)
C (-3.52389, -2.06425, 2.23616)
C (-4.19957, -3.33407, 2.10681)
C (-4.17380, -4.22608, 1.10372)
C (-3.46504, -4.09989, -0.14761)
C (-2.62468, -3.14971, -0.57026)
C (-2.05386, -1.97481, 0.13317)
N (-1.90226, -0.79540, -0.77148)
C (-3.03100, -0.54800, -1.66159)
C (-3.95154, 0.53031, -1.11216)
C (-3.29955, 1.89875, -1.09399)
N (-2.15750, 2.00871, -0.18138)
C (-1.75915, 3.25475, 0.14378)
C (-2.22241, 4.38103, -0.54707)
C (-2.12501, 5.73960, -0.26664)
C (-1.59503, 6.37085, 0.83714)
C (-0.93164, 5.73930, 1.87921)
C (-0.55104, 4.41989, 2.02769)
C (-0.75131, 3.28834, 1.20915)
N (-0.17305, 2.10722, 1.42016)
C (0.79508, 2.01645, 2.51759)
C (0.18955, 1.78568, 3.90662)
H (0.13262, -0.33228, 3.44150)
H (0.08487, 0.01768, 5.14328)
H (-2.25117, 0.80091, 4.96383)
H (-2.04864, -0.86140, 4.44799)
H (-2.28531, 1.58908, 2.64096)
H (-3.56089, 0.43976, 2.92626)
H (-3.77127, -1.53658, 3.14753)
H (-4.81723, -3.58836, 2.96003)
H (-4.76476, -5.12455, 1.22240)
H (-3.65122, -4.89591, -0.86061)
H (-2.21196, -3.25598, -1.56947)
H (-3.58766, -1.47058, -1.83233)
H (-2.64903, -0.23340, -2.64203)
H (-4.28442, 0.25400, -0.10786)
H (-4.84286, 0.59851, -1.74075)
H (-4.04020, 2.64772, -0.80173)
H (-2.99418, 2.15093, -2.12270)
H (-2.76889, 4.16533, -1.45383)
H (-2.58050, 6.38295, -1.01115)
H (-1.70900, 7.44465, 0.89974)
H (-0.62085, 6.38389, 2.69412)
H (0.01525, 4.23377, 2.92756)
H (1.42611, 2.90878, 2.51681)
H (1.47213, 1.19052, 2.30803)
H (-0.62515, 2.49412, 4.08353)
H (0.96661, 2.03923, 4.63129)
N (-0.02693, 1.14746, -1.85977)
C (1.40075, 1.10805, -1.91997)
C (2.13803, 1.70005, -2.90237)
C (3.54591, 1.57269, -2.92115)
C (4.18392, 0.84160, -1.96259)
C (3.44019, 0.24077, -0.91587)
C (4.04160, -0.52315, 0.11075)
C (3.26533, -1.05172, 1.09974)
C (1.88204, -0.80344, 1.07789)
N (1.27604, -0.10060, 0.14268)
C (2.04438, 0.40704, -0.87615)
H (-0.40758, 1.85361, -2.47828)
H (-0.41141, 0.24590, -2.15108)
H (1.63964, 2.23825, -3.69937)
H (4.10717, 2.03687, -3.72007)
H (5.25898, 0.71361, -1.98203)
H (5.11316, -0.68326, 0.09544)
H (3.68167, -1.64920, 1.89819)
H (1.24821, -1.20307, 1.85975)
F (0.47247, -2.17549, -2.31561)
C (1.76452, -2.54759, -2.25839)
C (2.60596, -2.02855, -3.20660)
F (2.08826, -1.17062, -4.07918)
C (3.97168, -2.36201, -3.24783)
C (4.37869, -3.30736, -2.28578)
C (3.51828, -3.82092, -1.33651)
F (4.02154, -4.66894, -0.44658)
C (2.18132, -3.42754, -1.25721)
C (1.29049, -3.83012, -0.17444)
C (0.19564, -3.10247, 0.10720)
N (-0.59149, -2.28236, 0.44143)
C (1.60549, -4.83511, 0.79902)
N (1.85208, -5.60125, 1.61912)
F (5.63883, -3.71270, -2.24774)
C (4.87943, -1.76813, -4.18260)
C (4.45491, -0.84908, -5.17622)
N (4.11466, -0.10715, -5.98968)
C (6.27782, -1.99314, -4.14380)
N (7.42205, -2.12989, -4.15645)